The molecule C4H6OS. Source: OMol25; level of theory: the ωB97M-V functional and the def2-TZVPD basis.

Its SMILES is S[C@@H]1C=COC1. The energy above the lowest of the compared OMol25 structures with the same formula, charge and spin is 142.4 kJ/mol. The value obtained for the LUMO energy is 0.91 eV. The value obtained for the largest force on an atom is 2.42 eV/Å.

Each line ends with the Löwdin charge.
Cartesian coordinates (Å):
C  -0.66593  -0.08860  0.56861  -0.59
C  0.35446  -1.23095  0.12552  -0.15
C  1.28546  0.82606  -0.32634  -0.13
C  0.11379  1.16106  0.27462  -0.14
H  -1.88631  0.11245  -1.55997  -0.15
H  -0.97062  -0.26732  1.59298  0.08
H  -0.07619  -1.87685  -0.60468  0.10
H  0.86461  -1.81709  0.93656  0.14
H  2.00623  1.49002  -0.80481  0.13
H  -0.13249  2.19692  0.59566  0.11
O  1.41313  -0.51515  -0.49723  -0.11
S  -2.30615  0.00945  -0.30090  0.71

Force components x, y, z for each atom (eV/Å):
C 0.2 -0.5 -0.6
C 0.1 1.4 1.0
C -2.4 0.2 0.5
C 1.7 0.7 0.4
H 0.3 0.1 -0.2
H 0.0 0.3 0.3
H -0.3 -0.6 -0.4
H -1.0 0.5 -0.4
H 0.0 -0.5 0.3
H -0.1 -1.1 -0.5
O 1.4 0.1 -1.1
S 0.1 -0.5 0.5



The molecule C4H6OS. Source: OMol25; level of theory: the ωB97M-V functional and the def2-TZVPD basis.

Its SMILES is C=C1C[C@@H](O)S1. The energy above the lowest of the compared OMol25 structures with the same formula, charge and spin is 273.1 kJ/mol. The value obtained for the LUMO energy is 0.52 eV. The value obtained for the largest force on an atom is 5.26 eV/Å.

Each line ends with the Löwdin charge.
Cartesian coordinates (Å):
C  -0.45890  0.81841  -0.03296  -0.69
C  -1.72655  1.25351  0.04002  -0.05
C  0.28600  -0.55723  -0.08970  -0.15
C  1.68173  -0.04422  0.46307  -0.42
O  2.75186  -0.53836  -0.14085  0.01
S  0.89544  1.94324  -0.05653  0.77
H  -2.08574  2.26397  0.00742  0.04
H  -2.61465  0.73125  0.31560  0.04
H  -0.09955  -1.32553  0.71682  0.15
H  0.53970  -0.85776  -1.06502  0.08
H  1.88801  0.14748  1.56427  0.13
H  2.68036  -0.29455  -1.04156  0.09

Force components x, y, z for each atom (eV/Å):
C -0.5 0.0 -0.4
C 0.1 -0.7 0.4
C -0.2 1.4 5.1
C -2.3 2.5 1.1
O 1.1 -0.1 1.0
S 1.4 -1.9 0.1
H 1.0 0.9 -0.1
H -0.1 -1.6 -0.3
H 0.4 0.9 -2.3
H -0.5 -0.9 -1.3
H -0.6 -0.8 -1.4
H 0.1 0.0 -1.8



A cluster of 2 separate species, C4H6OS in total. Source: OMol25; level of theory: the ωB97M-V functional and the def2-TZVPD basis.

The energy above the lowest of the compared OMol25 structures with the same formula, charge and spin is 607.8 kJ/mol. The value obtained for the LUMO energy (alpha / beta) is -0.44 / -0.22 eV. The value obtained for the largest force on an atom is 2.66 eV/Å.

Each line ends with the Löwdin charge.
Cartesian coordinates (Å):
C  -0.21301  -2.25194  0.61286  0.13
C  -0.85866  -1.31081  0.15796  -0.18
C  1.85927  0.88307  -0.05330  0.08
C  -1.27372  -0.07775  -0.33931  -0.81
O  -1.39306  0.04833  -1.67554  -0.01
S  -1.85348  1.08107  0.81119  0.80
H  0.50177  -2.94694  0.90359  0.01
H  1.60430  0.08872  0.58271  -0.05
H  1.90208  0.83681  -1.18320  0.03
H  1.44848  1.71398  0.44844  -0.04
H  -0.98593  0.90542  -1.93950  0.12
H  -0.73804  1.03004  1.67412  -0.08

Force components x, y, z for each atom (eV/Å):
C -1.5 1.9 -1.0
C 1.5 -0.9 0.3
C -0.3 0.3 -1.7
C 0.1 -1.4 0.9
O 0.4 1.3 -0.5
S 0.8 0.7 0.7
H 0.5 -0.9 0.5
H 0.3 -1.8 0.1
H 0.1 -0.1 1.8
H 0.0 1.7 -0.1
H -0.5 -0.6 0.1
H -1.2 0.0 -0.9



> Look up the energy above the lowest of the compared OMol25 structures with the same formula, charge and spin of the second one.

273.1 kJ/mol